No. 1
Below is 2 unconnected molecules or ions with the total composition C19H21F2NO4Si, with properties calculated with wB97M-V/def2-TZVPD.

Element x y z (Å)
H -1.46 0.80 3.70
C -0.30 4.17 -9.16
H -0.42 -0.52 1.34
C 0.25 5.29 -8.55
H -1.75 -2.49 1.31
H 0.20 1.90 -6.70
H 2.90 -3.68 4.47
C -0.92 -4.18 4.69
C -0.07 -5.20 5.08
C 1.24 0.64 1.86
C -0.72 0.04 3.43
H 1.21 6.06 -6.79
C -0.31 2.95 -8.50
H -0.47 -6.13 5.45
C 1.84 -3.85 4.53
C -0.24 0.34 1.99
O 1.78 2.35 -4.10
H -2.53 -1.02 5.89
N 2.93 1.31 -2.28
F 1.76 1.19 2.97
H -0.72 4.25 -10.16
C 1.31 -5.04 5.01
H -3.72 -0.76 4.59
H -0.80 1.16 1.53
O 1.52 1.60 0.85
C -0.41 -2.97 4.20
C 0.78 5.19 -7.27
C 0.76 3.97 -6.61
O 2.61 1.86 -1.00
C -2.46 -2.21 2.09
C -2.94 -1.43 4.96
Si -1.60 -1.62 3.65
O 0.99 0.27 -0.91
H -0.73 2.08 -8.98
H -3.37 -2.41 5.16
H 0.26 6.24 -9.07
H 1.41 -1.92 3.74
H 1.98 -5.84 5.30
H -3.16 -1.48 1.69
C 2.37 1.92 -3.21
C 1.64 1.12 -0.39
H 0.08 0.10 4.16
C 0.97 -2.84 4.12
C 0.22 2.85 -7.22
H -2.00 -4.30 4.76
F 1.96 -0.48 1.63
H 1.17 3.89 -5.61
H -3.02 -3.11 2.34

Values from the calculation:
DFT total energy   -1581.52470 Eh
SMILES   C[Si](C)(CCC(F)(F)OC(=O)ON=C=O)c1ccccc1.c1ccccc1
Gap between HOMO and LUMO   9.26 eV
LUMO   -0.1 eV
Net charge   0

How is the electron density shared among the atoms? According to Löwdin, the charges in e are:
1 H 0.08
2 C -0.10
3 H 0.10
4 C -0.10
5 H 0.03
6 H 0.10
7 H 0.10
8 C -0.10
9 C -0.09
10 C -0.55
11 C -0.21
12 H 0.10
13 C -0.10
14 H 0.10
15 C -0.08
16 C -0.11
17 O 0.23
18 H 0.03
19 N 0.14
20 F 0.14
21 H 0.10
22 C -0.09
23 H 0.03
24 H 0.13
25 O 0.15
26 C -0.25
27 C -0.09
28 C -0.10
29 O 0.06
30 C -0.17
31 C -0.17
32 Si 0.59
33 O 0.19
34 H 0.10
35 H 0.02
36 H 0.10
37 H 0.09
38 H 0.10
39 H 0.04
40 C -0.21
41 C -0.54
42 H 0.08
43 C -0.09
44 C -0.09
45 H 0.09
46 F 0.14
47 H 0.07
48 H 0.03

No. 2
Below is C19H21F3N2O3S in the gas phase, with properties calculated with wB97M-V/def2-TZVPD.

Element x y z (Å)
C 3.78 0.05 -2.60
C 0.36 0.40 4.45
C -2.55 1.20 1.65
C -0.12 0.75 5.71
F -4.58 -0.04 1.52
H -2.17 2.22 1.52
H 2.14 -1.29 -2.14
H -2.38 0.90 2.70
C 2.21 2.83 0.66
H 1.78 -0.38 -4.93
S -1.62 0.12 0.62
C 3.22 2.16 -0.07
C 3.40 1.42 -3.35
C 1.63 -0.16 -3.87
F -4.62 2.05 2.07
H 0.32 2.67 1.76
H 4.72 -0.31 -2.97
H 1.62 1.87 -4.57
H 1.19 0.89 3.99
H 3.64 2.32 -2.77
H 1.82 -0.87 -0.04
H 1.29 1.67 -2.82
N -1.81 -0.95 5.58
H 0.33 1.54 6.30
O -1.52 0.69 -0.73
H -0.29 -1.96 1.95
C -0.28 -0.63 3.74
O -2.15 -1.25 0.62
N -0.07 0.09 1.40
O 3.95 0.15 -1.15
C -1.21 0.05 6.25
H 0.61 -0.45 -3.56
C 0.20 -1.02 2.34
H 4.09 2.71 -0.39
C -1.37 -1.26 4.33
F -4.24 1.59 0.01
H 2.97 -1.76 -3.57
H -1.93 -2.01 3.79
C 1.93 0.17 0.10
C 1.09 2.15 1.14
C 3.03 0.81 -0.40
H 2.31 3.90 0.84
C 0.97 0.82 0.85
H -1.59 0.30 7.22
H 1.29 -1.27 2.39
C -3.99 1.17 1.28
H 3.95 1.48 -4.26
C 2.65 -0.90 -2.99
C 1.92 1.31 -3.67

Values from the calculation:
DFT total energy   -1769.58890 Eh
Relative energy (zero: lowest compared OMol25 entry of this formula, charge and spin)   38.9 kcal/mol
SMILES   O=S(=O)(CC(F)(F)F)N(Cc1cccnc1)c1cccc(OC2CCCC2)c1
Gap between HOMO and LUMO   9.72 eV
LUMO   0.5 eV
Net charge   0

How is the electron density shared among the atoms? According to Löwdin, the charges in e are:
1 C -0.22
2 C -0.02
3 C -0.12
4 C -0.05
5 F 0.13
6 H 0.13
7 H 0.09
8 H 0.13
9 C -0.05
10 H 0.11
11 S 0.73
12 C 0.01
13 C -0.11
14 C -0.19
15 F 0.14
16 H 0.13
17 H 0.13
18 H 0.11
19 H 0.11
20 H 0.10
21 H 0.12
22 H 0.12
23 N 0.06
24 H 0.10
25 O -0.28
26 H 0.13
27 C -0.21
28 O -0.28
29 N -0.17
30 O -0.03
31 C -0.14
32 H 0.12
33 C -0.12
34 H 0.11
35 C -0.09
36 F 0.13
37 H 0.11
38 H 0.12
39 C 0.06
40 C -0.03
41 C -0.28
42 H 0.11
43 C -0.32
44 H 0.09
45 H 0.15
46 C -0.63
47 H 0.10
48 C -0.13
49 C -0.20

No. 3
Below is a molecular structure, C19H21F4MnN6S2, with properties calculated with wB97M-V/def2-TZVPD.

Element x y z (Å)
H 0.51 1.87 -2.85
C 2.05 -3.28 1.80
N -0.16 1.40 1.17
H 2.56 -0.72 -3.65
C 1.68 -4.63 1.90
C -0.20 -0.50 -3.15
H -2.31 -0.14 -3.20
C 2.15 -0.98 -2.66
H 1.26 -2.76 -1.80
N 4.05 -2.49 3.19
H 2.92 -0.75 -1.92
N 1.42 -5.74 1.96
C 0.16 1.29 2.28
N 0.99 -0.12 -2.36
H -0.15 -0.19 4.87
H 2.03 1.30 -3.54
N 0.54 1.25 3.51
C 1.90 -2.48 -2.63
C 1.96 1.21 3.80
H -5.84 2.19 1.20
C -4.77 2.08 -0.66
H 3.02 1.35 -1.21
C -1.43 0.30 -2.72
H 2.43 2.92 -1.73
H 2.30 0.19 4.01
C -4.09 0.94 1.30
C -2.71 0.75 -0.74
C 3.18 -2.87 2.54
F -2.13 -0.40 1.25
H 1.46 1.95 -0.61
N -1.58 0.25 -1.27
H -0.39 -1.56 -2.96
H -0.26 1.50 5.42
F -3.51 2.02 -2.63
S -0.15 -2.59 0.26
H 2.84 -3.00 -2.50
C -5.00 1.78 0.67
C -3.01 0.44 0.61
H 2.52 1.59 2.95
H -1.35 1.33 -3.07
C -0.37 0.83 4.56
C 1.40 1.27 -2.65
F -5.64 2.88 -1.29
Mn 0.00 -0.20 -0.20
H -0.03 -0.36 -4.23
H 2.17 1.83 4.68
H -1.39 0.88 4.20
C 1.36 -2.35 1.05
F -4.28 0.62 2.60
C -3.67 1.60 -1.35
H 1.44 -2.84 -3.56
C 2.13 1.91 -1.48
S 1.98 -0.75 0.82

Values from the calculation:
DFT total energy   -3411.95667 Eh
Relative energy (zero: lowest compared OMol25 entry of this formula, charge and spin)   8.1 kcal/mol
Gap between HOMO and LUMO (alpha / beta)   5.95 / 8.11 eV
Multiplicity   5
LUMO (alpha / beta)   -2.0 / -0.1 eV
Net charge   0

How is the electron density shared among the atoms? According to Löwdin, the charges in e are:
1 H 0.11
2 C -0.38
3 N 0.13
4 H 0.12
5 C -0.24
6 C -0.17
7 H 0.13
8 C -0.25
9 H 0.00
10 N 0.16
11 H 0.09
12 N 0.17
13 C -0.27
14 N -0.23
15 H 0.10
16 H 0.12
17 N -0.17
18 C -0.09
19 C -0.03
20 H 0.13
21 C -0.22
22 H 0.06
23 C -0.21
24 H 0.08
25 H 0.09
26 C -0.22
27 C -0.18
28 C -0.27
29 F -0.01
30 H 0.03
31 N -0.10
32 H 0.11
33 H 0.10
34 F 0.07
35 S 0.70
36 H 0.08
37 C 0.06
38 C -0.15
39 H 0.09
40 H 0.10
41 C -0.01
42 C -0.23
43 F 0.09
44 Mn 0.53
45 H 0.14
46 H 0.10
47 H 0.10
48 C -1.05
49 F 0.08
50 C -0.13
51 H 0.08
52 C -0.08
53 S 0.71

No. 4
Below is a molecular structure, C19H21FLiN6P, with properties calculated with wB97M-V/def2-TZVPD.

Element x y z (Å)
N -5.41 -11.55 11.08
C -2.10 -8.18 13.91
C 0.05 -5.59 12.05
H -4.79 -5.41 12.74
H 0.06 -10.58 8.55
C -2.67 -9.21 9.53
H -1.33 -9.09 6.53
C -3.41 -8.35 12.16
C -3.75 -12.87 11.84
Li -1.44 -10.66 11.82
N -3.22 -11.63 11.61
C 1.45 -8.97 11.88
C 0.54 -6.14 9.76
C -5.02 -6.45 12.55
H -5.27 -6.64 11.53
H 1.51 -9.30 12.94
H -5.84 -13.65 11.65
H 0.47 -5.86 8.72
H -0.46 -4.93 12.78
H -7.41 -11.88 10.58
N -2.31 -8.91 12.75
N -2.71 -8.82 8.21
C -1.54 -9.33 7.59
C -6.70 -11.03 10.72
H 1.88 -7.85 9.48
H -5.86 -6.70 13.18
C 1.22 -7.64 11.54
H -3.59 -6.96 8.30
H -3.13 -13.67 12.25
H -3.61 -7.68 6.66
H 0.85 -6.99 13.54
H -1.35 -8.47 14.63
H -7.12 -10.46 11.53
C -5.08 -12.90 11.54
C -3.72 -7.90 7.73
N -3.85 -7.28 12.87
C -3.03 -7.16 14.02
H 1.83 -9.65 11.12
P -4.10 -9.07 10.65
H -3.09 -6.32 14.77
H -4.68 -8.35 7.97
C -4.21 -10.84 11.14
C 0.75 -6.70 12.48
H -6.52 -10.40 9.84
C 1.31 -7.21 10.16
F -0.94 -4.42 10.29
C -0.13 -5.38 10.70
C -0.91 -10.05 8.58
N -1.55 -9.93 9.84

Values from the calculation:
DFT total energy   -1513.84323 Eh
Gap between HOMO and LUMO   3.87 eV
LUMO   0.0 eV
Net charge   0

How is the electron density shared among the atoms? According to Löwdin, the charges in e are:
1 N -0.13
2 C -0.12
3 C -0.07
4 H 0.09
5 H 0.11
6 C -0.46
7 H 0.13
8 C -0.47
9 C -0.14
10 Li 0.60
11 N -0.03
12 C -0.12
13 C -0.07
14 C -0.01
15 H 0.05
16 H 0.00
17 H 0.11
18 H 0.10
19 H 0.11
20 H 0.11
21 N 0.02
22 N -0.14
23 C -0.04
24 C -0.06
25 H 0.10
26 H 0.09
27 C -0.41
28 H 0.10
29 H 0.11
30 H 0.10
31 H 0.10
32 H 0.10
33 H 0.08
34 C -0.02
35 C -0.05
36 N -0.12
37 C -0.04
38 H -0.01
39 P 1.14
40 H 0.14
41 H 0.06
42 C -0.42
43 C -0.12
44 H 0.07
45 C -0.09
46 F 0.02
47 C -0.39
48 C -0.12
49 N 0.02

No. 5
Below is C19H21FN2O3S in the gas phase, with properties calculated with wB97M-V/def2-TZVPD.

Element x y z (Å)
H -3.06 -1.66 -0.66
H 0.18 2.00 0.00
C 8.14 -0.60 -0.05
H -7.03 -1.48 0.40
C 6.13 0.66 -0.22
O -4.75 2.09 0.00
C -4.12 0.17 2.43
H -6.91 -0.35 -0.96
N 4.74 0.80 -0.25
C 6.90 1.82 -0.37
C 6.76 -0.56 -0.06
H 4.42 1.75 -0.37
C -0.05 -0.13 -0.26
H 8.86 2.66 -0.46
C 1.36 -0.47 -0.19
C 8.92 0.54 -0.19
C 3.78 -0.18 -0.15
H -5.21 -1.78 -2.03
C -0.51 1.19 -0.15
H 6.41 2.78 -0.49
C -5.45 -0.04 1.71
H -0.63 -2.18 -0.51
C 8.28 1.75 -0.35
H 1.59 -1.53 -0.12
H -6.68 -2.71 -1.71
H 9.99 0.46 -0.17
C -2.76 0.43 -0.41
H 2.29 1.43 -0.32
H -4.30 0.30 3.49
O -4.85 0.62 -1.96
C -1.86 1.46 -0.23
S -4.51 0.80 -0.58
H -5.27 -2.91 -0.66
H -3.63 1.06 2.04
C -2.33 -0.88 -0.52
C -5.84 -2.20 -1.25
O 4.02 -1.36 -0.02
C 2.40 0.37 -0.23
H -6.05 0.87 1.78
H -6.00 -0.86 2.20
H 6.19 -1.47 0.05
C -6.35 -1.07 -0.35
N -5.24 -0.42 0.33
H -2.24 2.47 -0.15
H -3.47 -0.69 2.28
C -0.98 -1.16 -0.43
F 8.75 -1.79 0.11

Values from the calculation:
DFT total energy   -1569.89257 Eh
Relative energy (zero: lowest compared OMol25 entry of this formula, charge and spin)   23.1 kcal/mol
SMILES   CCN(CC)S(=O)(=O)c1ccc(/C=C/C(=O)Nc2cccc(F)c2)cc1
Gap between HOMO and LUMO   8.14 eV
LUMO   -0.6 eV
Net charge   0

How is the electron density shared among the atoms? According to Löwdin, the charges in e are:
1 H 0.10
2 H 0.11
3 C -0.27
4 H 0.12
5 C -0.22
6 O -0.28
7 C -0.08
8 H 0.12
9 N 0.13
10 C -0.04
11 C 0.07
12 H 0.14
13 C -0.20
14 H 0.11
15 C -0.01
16 C -0.02
17 C -0.46
18 H 0.06
19 C 0.00
20 H 0.11
21 C -0.26
22 H 0.12
23 C -0.08
24 H 0.12
25 H 0.08
26 H 0.11
27 C -0.27
28 H 0.10
29 H 0.08
30 O -0.27
31 C -0.04
32 S 0.68
33 H 0.07
34 H 0.06
35 C -0.04
36 C -0.09
37 O 0.07
38 C 0.01
39 H 0.12
40 H 0.12
41 H 0.11
42 C -0.26
43 N -0.25
44 H 0.12
45 H 0.08
46 C -0.01
47 F 0.06

No. 6
Below is a molecular structure, C19H21FeN2O, with properties calculated with wB97M-V/def2-TZVPD.

Element x y z (Å)
H -1.20 -1.48 -0.46
C -4.52 1.44 0.72
C -1.33 0.47 -1.32
H -0.24 -1.83 1.31
C -4.07 -0.69 -0.16
C 0.65 -1.30 0.97
H 3.42 1.19 -0.13
H -3.46 2.93 -2.44
C -1.20 1.57 -0.34
H 0.50 -2.62 -1.68
C -4.89 0.50 -0.33
H -2.68 0.38 -3.18
H -4.99 2.40 0.91
H -2.52 -1.21 1.41
H 1.13 1.23 -1.16
H -5.68 0.63 -1.06
C -2.04 2.67 -0.73
H 7.47 -0.39 1.26
N 4.20 -0.76 1.57
C -0.55 -0.85 -1.06
H -3.03 1.26 2.42
C 1.88 -1.37 1.56
H 2.08 -2.02 2.39
C 2.68 0.44 0.13
C 2.93 -0.57 1.06
C -2.34 0.92 -2.29
H -0.53 1.55 0.51
C 6.60 -0.94 1.63
H 6.61 -0.94 2.73
H -0.72 -2.17 -2.84
H -4.16 -1.61 -0.73
C -3.19 -0.47 0.97
H 4.30 -1.49 2.27
C 1.43 0.45 -0.46
C 0.03 -1.74 -2.15
C 5.38 -0.25 1.05
H 0.80 -1.19 -2.69
H -2.07 3.64 -0.22
Fe -3.01 0.94 -0.42
N 0.49 -0.51 -0.14
O 5.45 0.64 0.21
C -2.78 2.27 -1.90
H 6.65 -1.98 1.27
C -3.47 0.84 1.52

Values from the calculation:
DFT total energy   -2184.85279 Eh
Relative energy (zero: lowest compared OMol25 entry of this formula, charge and spin)   3.0 kcal/mol
Gap between HOMO and LUMO (alpha / beta)   1.87 / 8.42 eV
Multiplicity   5
LUMO (alpha / beta)   2.8 / 2.5 eV
Net charge   -1

How is the electron density shared among the atoms? According to Löwdin, the charges in e are:
1 H 0.10
2 C -0.16
3 C -0.19
4 H 0.07
5 C -0.18
6 C -0.13
7 H 0.10
8 H 0.11
9 C -0.15
10 H 0.07
11 C -0.16
12 H 0.11
13 H 0.10
14 H 0.07
15 H 0.12
16 H 0.10
17 C -0.15
18 H 0.07
19 N 0.10
20 C -0.30
21 H 0.10
22 C -0.13
23 H 0.06
24 C -0.01
25 C -0.28
26 C -0.10
27 H 0.12
28 C -0.05
29 H 0.07
30 H 0.06
31 H 0.09
32 C -0.17
33 H 0.12
34 C -0.09
35 C -0.07
36 C -0.53
37 H 0.08
38 H 0.11
39 Fe 0.21
40 N -0.13
41 O 0.02
42 C -0.13
43 H 0.08
44 C -0.15

Q: Which value of net charge does entry 5 give?
A: 0

Q: What is the formula in the sixth record?
A: C19H21FeN2O

Q: What is the net charge in the third record?
A: 0